(1)
Molecular formula: C3H10N2O2
Method: DFT, the ωB97M-V functional and the def2-TZVPD basis

relative energy (zero: lowest compared OMol25 entry of this formula, charge and spin) = 576.2 kJ/mol
HOMO energy = -8.80 eV
electronic energy = -380.117212 Ha
2S+1 = 1

Last column: Löwdin charge in e.
Atoms and positions in Å:
C (-0.576967, -1.197733, -0.942247)  0.072
N (0.631138, -2.132511, 1.243307)  -0.016
O (0.880501, -1.349193, 0.099738)  -0.315
H (1.339403, -2.864823, 1.276435)  0.079
H (0.817467, -1.563528, 2.070928)  0.067
H (-1.377656, -1.311084, -0.217859)  0.061
H (-0.284797, -2.114327, -1.443080)  0.056
H (-0.924366, -0.518615, -1.717902)  0.048
C (-1.022221, 1.844640, -0.369748)  -0.103
N (0.178790, 1.043624, -0.517105)  -0.124
C (1.013884, 0.854766, 0.634086)  -0.367
O (2.168118, 1.238305, 0.661349)  0.026
H (0.743170, 1.245257, -1.336834)  0.136
H (0.413581, 0.694749, 1.546991)  0.133
H (-1.616843, 1.440748, 0.452254)  0.085
H (-1.603483, 1.802711, -1.293233)  0.080
H (-0.779721, 2.887011, -0.147081)  0.082

Cartesian forces, eV/Å:
0.85 -2.68 1.22
-0.40 -0.11 -0.27
-1.43 0.92 -1.18
-0.13 0.09 -0.43
-0.13 0.26 -0.33
0.24 -0.26 0.17
-0.51 -0.33 0.16
1.09 0.65 0.38
0.35 -0.12 0.14
1.24 0.24 0.99
-0.33 2.62 -1.12
-0.58 -1.14 0.09
-0.04 0.24 0.27
0.11 -0.48 -0.09
-0.09 0.05 -0.08
-0.06 -0.04 0.11
-0.20 0.09 -0.03



(2)
Molecular formula: C3H10N2O2
Method: DFT, the ωB97M-V functional and the def2-TZVPD basis

relative energy (zero: lowest compared OMol25 entry of this formula, charge and spin) = 105.0 kJ/mol
HOMO energy = -9.35 eV
electronic energy = -380.296672 Ha
2S+1 = 1

Last column: Löwdin charge in e.
Atoms and positions in Å:
N (-1.603446, -0.895828, -2.602887)  -0.019
C (-0.378941, -0.792666, -1.776060)  -0.264
C (-0.740963, -0.300657, -0.393322)  -0.219
N (0.432479, -0.253418, 0.462939)  0.023
C (0.420260, -0.951410, 1.640442)  -0.375
O (1.130988, -0.712226, 2.587476)  0.016
H (-2.009480, 0.001804, -2.813035)  0.056
H (-1.452140, -1.462713, -3.430832)  0.061
H (0.318629, -0.111300, -2.243343)  0.104
H (0.008744, -1.800360, -1.693006)  0.111
H (-1.183163, 0.695222, -0.426232)  0.116
H (-1.476478, -0.940405, 0.083204)  0.110
H (0.914063, 0.626075, 0.624769)  0.110
H (-0.284743, -1.809093, 1.662331)  0.134
O (0.834383, 3.018024, 0.460879)  -0.050
H (0.040420, 3.537661, 0.607239)  0.040
H (1.434037, 3.193886, 1.191186)  0.045

Cartesian forces, eV/Å:
0.24 -0.54 0.61
-1.58 -0.01 -0.66
0.42 0.38 0.14
-0.02 -0.08 1.18
-0.01 -0.36 -0.15
0.16 0.12 0.12
0.09 0.03 -0.30
-0.10 0.45 0.09
0.69 0.03 0.09
0.44 -0.05 -0.02
-0.08 0.10 -0.17
-0.16 -0.26 -0.17
-0.15 0.11 -0.61
0.04 0.19 -0.17
0.08 -0.31 -0.24
0.05 0.08 0.18
-0.11 0.13 0.09



(3)
Molecular formula: C3H10N2O2
Method: DFT, the ωB97M-V functional and the def2-TZVPD basis

relative energy (zero: lowest compared OMol25 entry of this formula, charge and spin) = 230.7 kJ/mol
HOMO energy = -8.86 eV
electronic energy = -380.248802 Ha
2S+1 = 1

Last column: Löwdin charge in e.
Atoms and positions in Å:
N (-1.412861, 1.640769, -2.198807)  0.002
C (-0.879204, 0.578961, -1.369397)  -0.336
N (-0.582510, 1.117429, -0.046775)  -0.058
C (-0.449389, 0.213615, 1.100624)  -0.184
C (-0.195681, -1.242749, 0.852421)  -0.261
O (-0.041652, -1.792878, -0.204607)  0.045
H (-1.460977, 2.539191, -1.742708)  0.055
H (-0.918432, 1.769597, -3.070594)  0.063
H (0.030298, 0.165710, -1.815758)  0.110
H (-1.579142, -0.256576, -1.340302)  0.100
H (-1.324525, 1.760313, 0.202833)  0.098
H (0.364014, 0.594512, 1.732465)  0.122
H (-1.365833, 0.185365, 1.695701)  0.121
H (-0.317423, -1.868124, 1.762943)  0.123
O (3.508947, -1.647175, 1.834619)  -0.065
H (3.502291, -2.566054, 1.528987)  0.040
H (3.122078, -1.191905, 1.078355)  0.025

Cartesian forces, eV/Å:
-0.35 0.20 -0.40
0.24 -0.20 -0.31
0.05 0.00 0.39
0.21 0.22 -0.60
-0.62 -0.49 0.01
0.44 0.08 -0.08
0.14 -0.02 0.15
0.06 -0.11 0.16
0.00 0.11 0.14
-0.28 0.02 0.09
0.05 0.07 -0.15
-0.18 -0.22 0.23
-0.05 0.12 0.28
0.34 0.20 0.13
-0.19 -0.35 -0.39
0.10 0.15 0.28
0.05 0.21 0.07



(4)
Molecular formula: C3H10N2O2
Method: DFT, the ωB97M-V functional and the def2-TZVPD basis

relative energy (zero: lowest compared OMol25 entry of this formula, charge and spin) = 266.9 kJ/mol
HOMO energy = -8.85 eV
electronic energy = -380.235011 Ha
2S+1 = 1

Last column: Löwdin charge in e.
Atoms and positions in Å:
C (-0.137794, -1.395217, 0.121528)  -0.111
N (-0.141729, 0.035365, 0.305101)  -0.049
C (0.309123, 0.417998, 1.631888)  -0.418
O (0.119391, -0.337773, 2.572939)  0.056
C (0.702278, 1.914717, 1.803098)  -0.100
N (0.292831, 2.585080, 0.424517)  -0.034
H (-0.008616, -1.505399, -0.999293)  0.093
H (0.792869, -1.596393, 0.549602)  0.062
H (-1.025924, -2.010288, 0.311452)  0.083
H (-0.893703, 0.630837, 0.095202)  0.089
H (1.744932, 2.312124, 1.932062)  0.122
H (0.148502, 2.255265, 2.607553)  0.072
H (-0.376520, 3.408231, 0.540914)  0.091
H (1.182151, 2.762969, -0.016359)  0.046
O (-0.798376, -2.665407, -5.210462)  -0.060
H (-1.562277, -2.725624, -4.635517)  0.026
H (-0.868890, -3.474386, -5.731829)  0.034

Cartesian forces, eV/Å:
-1.06 0.82 -3.51
1.82 0.37 2.89
-1.61 -0.50 -0.13
1.33 0.80 -0.58
0.61 0.52 -4.29
-1.13 0.29 2.66
0.05 -0.19 1.03
0.97 -1.76 0.87
0.34 0.26 0.98
-0.88 0.66 -1.13
-0.68 -1.55 0.32
-1.25 0.88 1.50
1.95 -1.33 -0.23
-0.46 0.73 -0.37
-0.02 -0.30 -0.20
-0.16 0.17 0.25
0.18 0.14 -0.05



(5)
Molecular formula: C3H10N2O2
Method: DFT, the ωB97M-V functional and the def2-TZVPD basis

relative energy (zero: lowest compared OMol25 entry of this formula, charge and spin) = 227.3 kJ/mol
HOMO energy = -8.51 eV
electronic energy = -380.250076 Ha
2S+1 = 1

Last column: Löwdin charge in e.
Atoms and positions in Å:
N (0.428986, -1.586502, 1.293215)  0.018
C (-0.003939, -0.552317, 0.296549)  -0.295
N (-0.092202, 0.679252, 1.028458)  -0.083
C (-0.521151, 1.862699, 0.384342)  -0.208
C (-2.058660, 2.087673, 0.369273)  -0.247
O (-2.736223, 1.709767, 1.281081)  0.053
H (0.102915, -2.461402, 0.980588)  0.039
H (1.425578, -1.635830, 1.172857)  0.055
H (0.824722, -0.595636, -0.412630)  0.097
H (-0.955686, -0.811935, -0.174721)  0.116
H (-0.408255, 0.529312, 1.972028)  0.113
H (-0.154939, 1.971148, -0.627941)  0.107
H (-0.202388, 2.764621, 0.933236)  0.122
H (-2.446262, 2.561860, -0.554210)  0.112
O (2.270674, -2.547367, -2.499220)  -0.063
H (1.693618, -2.175474, -3.174795)  0.033
H (2.833210, -1.799871, -2.268106)  0.030

Cartesian forces, eV/Å:
-0.44 1.44 -0.31
0.56 -0.91 1.15
1.14 0.10 0.01
-1.40 0.92 0.34
1.17 -0.91 -0.28
-0.50 0.20 -0.06
-0.60 -1.31 -0.28
0.42 -0.10 0.40
-0.44 0.94 -0.72
0.02 -0.36 -0.12
-0.22 0.05 -0.02
0.31 -0.20 -0.27
0.35 -0.16 -0.08
-0.37 0.28 0.23
-0.02 0.31 -0.04
-0.08 -0.17 -0.02
0.10 -0.13 0.08



(6)
Molecular formula: C3H10N2O2
Method: DFT, the ωB97M-V functional and the def2-TZVPD basis

relative energy (zero: lowest compared OMol25 entry of this formula, charge and spin) = 115.3 kJ/mol
HOMO energy = -9.04 eV
electronic energy = -380.292739 Ha
2S+1 = 1

Last column: Löwdin charge in e.
Atoms and positions in Å:
C (-0.282343, -1.982769, -1.300033)  -0.089
N (0.028740, -0.693595, -0.757821)  -0.002
C (0.184967, -0.244331, 0.518612)  -0.501
O (-0.386325, -0.750082, 1.460497)  0.044
C (1.034937, 1.031039, 0.593297)  -0.196
N (2.132655, 1.102442, -0.336743)  0.009
H (-1.264846, -2.378178, -0.992677)  0.082
H (0.396522, -2.746926, -0.908410)  0.085
H (-0.292395, -2.004075, -2.379958)  0.078
H (0.102542, 0.000876, -1.483900)  0.125
H (0.327543, 1.849437, 0.442773)  0.123
H (1.310109, 1.055000, 1.655960)  0.119
H (3.038124, 0.894935, 0.033464)  0.066
H (2.189210, 2.019706, -0.743659)  0.064
O (-2.705783, 0.983175, 1.038843)  -0.071
H (-2.469712, 0.298418, 1.682658)  0.026
H (-3.343945, 1.564928, 1.477099)  0.037

Cartesian forces, eV/Å:
-1.07 -1.48 1.49
0.18 0.72 -1.27
-0.75 -0.17 -1.43
0.53 -0.28 0.77
-0.49 -0.46 1.25
-0.32 0.40 -0.63
0.01 0.42 -0.01
0.27 0.15 -0.28
0.35 0.34 -0.18
0.69 0.12 0.31
0.08 0.07 -0.06
0.16 0.25 -0.15
0.21 -0.29 0.41
0.06 0.16 -0.13
-0.23 0.17 0.21
0.08 0.18 -0.20
0.25 -0.31 -0.09